A structure of composition C7H10O3 at a distorted geometry. Source: the Open Molecules 2025 dataset; level of theory: ωB97M-V/def2-TZVPD.

Structure (XYZ):
```
20
Properties=species:S:1:pos:R:3:forces:R:3
C -0.1018 1.5183 2.5033 -0.16 0.49 -0.31
C 0.2129 0.2946 1.8779 -0.15 -0.05 -0.85
C -0.4920 2.3596 1.5035 0.13 -0.05 0.84
C -0.0160 0.4741 0.5338 0.26 -0.61 0.86
C -0.4756 0.0015 -1.8875 0.17 0.00 0.11
C 0.0955 -1.8987 -0.2868 0.09 0.31 -0.03
C 0.1508 -0.4287 -0.5975 2.76 0.05 -0.73
O -0.4390 1.7428 0.3164 -0.08 0.03 -0.52
O 2.2787 0.8033 -1.5975 0.20 1.09 -0.59
O 1.9832 -0.3550 -0.9204 -2.99 -0.92 0.97
H -0.0445 1.7383 3.5494 -0.02 0.14 0.20
H 0.5678 -0.5963 2.3533 0.06 -0.22 0.04
H -0.8236 3.3793 1.5111 -0.04 0.12 -0.10
H -0.2394 -0.7110 -2.6722 0.01 -0.06 -0.04
H -1.5567 0.0514 -1.7583 -0.10 0.02 -0.02
H -0.1133 0.9834 -2.1811 -0.01 0.04 0.01
H 0.4657 -2.4598 -1.1403 -0.02 -0.01 -0.06
H -0.9310 -2.1975 -0.0774 -0.05 -0.04 0.07
H 0.7261 -2.1254 0.5668 -0.01 -0.09 0.13
H 2.4816 1.4637 -0.9144 -0.05 -0.26 0.04
```
Forces are in eV/Å.

Energy relative to the best compared isomer or geometry (same formula, charge and spin), kcal/mol: 89.3
LUMO level, hartree: 0.031
HOMO, eV: -8.46
Kohn-Sham gap, eV: 9.3

A structure of composition C41H49Br2EuNOS6Si at a distorted geometry. Source: the Open Molecules 2025 dataset; level of theory: ωB97M-V/def2-TZVPD.

Structure (XYZ):
```
102
Properties=species:S:1:pos:R:3:forces:R:3
Eu -0.7958 0.0434 -0.1118 -0.72 -0.25 0.07
C -2.9079 -1.3764 1.3736 0.64 -0.50 0.17
C -1.9314 -2.4180 1.2963 0.25 0.02 0.62
C -1.9116 -2.8335 -0.0604 0.07 0.46 -0.75
C -2.8649 -2.0375 -0.7794 0.31 -0.05 0.34
C -3.4919 -1.1674 0.1257 -0.54 0.15 0.42
C -4.7135 -0.2617 -0.0253 0.16 -0.28 0.34
C -5.4238 -0.6146 -1.3126 -0.82 -0.51 -0.24
C -4.2624 1.1854 0.0100 0.16 0.32 -0.01
C -5.6799 -0.4691 1.1652 -0.38 -0.86 -0.10
C -1.0866 -3.8837 -0.7812 0.89 0.04 -0.72
C 0.4511 -3.6493 -0.6461 -0.64 0.59 -0.03
C -1.4681 -5.2945 -0.3838 -1.38 0.12 1.37
C -1.3519 -3.8447 -2.2987 0.28 0.82 -0.30
C -1.4154 -3.0894 2.6138 -0.60 0.59 -0.90
C -0.1757 -3.9752 2.5381 0.31 0.74 0.51
C -1.2196 -2.0393 3.7022 1.05 0.43 0.46
C -2.5511 -4.0069 3.0926 -0.37 0.38 1.36
H -3.2258 -0.8780 2.2686 0.01 0.05 0.35
H -3.0357 -2.0807 -1.8437 -0.09 0.00 0.05
H -4.7388 -0.5124 -2.1562 -0.07 -0.10 -0.06
H -6.2865 0.0581 -1.4973 0.32 -0.33 0.12
H -5.7940 -1.6805 -1.2446 0.35 1.05 -0.25
H -3.6019 1.4108 -0.8328 -0.15 0.12 -0.01
H -3.7072 1.3340 0.9383 0.09 0.16 0.03
H -5.1076 1.8810 0.0354 0.03 0.03 -0.18
H -5.9298 -1.5593 1.2467 0.11 0.84 0.00
H -6.6231 0.0980 1.0338 0.41 -0.19 -0.08
H -5.2432 -0.1564 2.1193 -0.01 -0.02 -0.18
H 0.7478 -3.5636 0.3949 0.11 0.05 -0.27
H 0.7233 -2.7173 -1.1750 -0.06 -0.20 0.35
H 1.0238 -4.4385 -1.1242 0.05 -0.35 -0.06
H -1.4379 -5.4797 0.6924 0.05 0.15 -0.11
H -0.8459 -6.0370 -0.8166 0.58 -0.74 -0.78
H -2.5300 -5.4611 -0.6362 0.38 -0.09 -0.19
H -1.0647 -2.8531 -2.7263 -0.38 -0.62 0.26
H -2.4033 -4.0568 -2.5236 0.21 0.08 -0.07
H -0.7181 -4.5827 -2.8003 -0.10 -0.10 0.06
H 0.7494 -3.4807 2.2411 -0.13 0.28 0.15
H -0.3577 -4.7590 1.8529 0.10 -0.85 -0.54
H 0.0026 -4.4160 3.5233 -0.04 -0.01 0.03
H -0.4913 -1.2136 3.4924 -0.59 -0.70 -0.29
H -0.7870 -2.5829 4.5502 -0.17 0.18 0.25
H -2.1476 -1.5748 4.0290 -0.08 -0.01 -0.06
H -2.7814 -4.8050 2.4097 -0.04 -0.30 -0.50
H -3.4719 -3.4119 3.2603 0.43 -0.34 -0.15
H -2.2723 -4.4746 4.0690 -0.17 0.25 -0.50
Br 2.7762 -0.2300 3.3486 0.02 0.09 0.05
C 4.1721 -0.9970 2.3054 -0.17 -0.49 -0.99
Br 3.5049 -2.5045 1.1950 0.37 0.49 0.47
H 4.9790 -1.3796 2.9115 -0.09 -0.08 0.22
H 4.5380 -0.2768 1.5773 -0.17 0.03 0.20
S -2.2172 2.2881 -4.8444 0.01 -0.15 0.02
C -1.9035 1.4701 -3.4593 0.32 -0.54 1.52
N -1.6837 0.9211 -2.4303 -0.03 0.55 -1.17
O 1.4996 0.0685 -0.5211 -0.42 0.12 0.27
Si 2.3794 1.0922 -1.3408 0.14 -0.15 -0.85
C 2.7613 0.4211 -3.0726 -0.29 0.02 1.22
C 3.8683 0.7913 -3.8085 0.90 -0.16 -0.96
C 4.1949 0.1406 -4.9981 -0.90 -0.57 0.37
C 3.3696 -0.8856 -5.4676 -0.39 0.35 0.89
C 2.2056 -1.2138 -4.7578 0.60 0.34 0.07
C 1.9085 -0.5560 -3.5491 -0.10 -0.87 -1.58
C 4.0928 1.3494 -0.5785 1.13 -0.23 0.24
C 4.4853 2.4267 0.2214 0.09 -0.26 0.26
C 5.7617 2.5517 0.7591 0.41 -0.23 -0.10
C 6.7341 1.6018 0.5034 -0.11 -0.26 0.19
C 6.3793 0.4996 -0.2671 0.67 -0.44 -0.35
C 5.1054 0.3797 -0.8053 -0.46 0.34 -0.49
C 1.6680 2.7651 -1.7923 0.00 1.16 0.14
C 1.1923 3.6550 -0.7974 0.08 -0.56 -0.37
C 0.8310 4.9627 -1.0688 -0.25 -0.52 -0.38
C 0.9327 5.4293 -2.3693 0.49 0.14 -0.19
C 1.4184 4.6037 -3.3732 0.06 -0.79 -0.31
C 1.7606 3.2582 -3.1148 -0.93 1.34 1.61
H 4.5455 1.5831 -3.4893 -0.21 -0.11 0.26
H 5.0958 0.3618 -5.5239 0.50 0.33 -0.32
H 3.6389 -1.4262 -6.3537 0.03 -0.19 -0.37
H 1.5791 -2.0112 -5.1365 -0.18 0.05 0.07
H 0.9723 -0.8229 -3.0638 0.29 0.11 0.29
H 3.7915 3.1848 0.4991 -0.67 0.51 -0.05
H 6.0552 3.3794 1.3830 -0.31 0.35 0.10
H 7.7319 1.7122 0.9400 -0.31 -0.13 -0.25
H 7.1388 -0.2634 -0.4969 -0.41 0.30 0.11
H 4.9006 -0.4331 -1.5097 0.03 0.08 0.46
H 1.0215 3.2775 0.2014 0.16 -0.05 0.26
H 0.3779 5.5572 -0.2975 0.01 0.30 0.23
H 0.6635 6.4504 -2.6043 -0.09 0.06 -0.03
H 1.4894 4.9794 -4.3963 -0.09 -0.10 0.26
H 1.9754 2.5899 -3.9051 0.44 -0.34 -0.73
C 0.4624 5.6465 2.8167 -0.02 0.20 0.64
S 0.6465 4.7501 4.3920 -0.22 0.16 0.15
C -0.9006 3.9464 4.4148 -0.21 0.50 0.86
C -1.2366 2.9229 3.6126 -0.31 -0.61 -0.93
S -0.2842 2.0681 2.4426 0.00 0.08 0.13
S -2.9322 2.4901 3.7038 -0.22 -0.37 -0.04
C -3.4617 3.5592 4.9467 0.43 -0.18 -0.16
S -4.9790 3.5773 5.5695 -0.55 0.04 0.17
S -2.2000 4.5738 5.4844 0.86 0.05 -0.41
H 1.2834 6.3750 2.8477 -0.30 -0.06 -0.36
H -0.5283 6.1475 2.7983 0.71 -0.29 -0.14
H 0.5944 4.9182 2.0208 -0.14 0.19 -0.18
```
Forces are in eV/Å.

Total charge: -2
<S²>: 15.76
Multiplicity: 8
LUMO level (spin up / spin down), hartree: 0.138 / 0.138
HOMO (spin up / spin down), eV: -2.31 / -2.71
Kohn-Sham gap (spin up / spin down), eV: 6.1 / 6.5

A structure of composition C46H64GeN2OS3Sb2Ti at a distorted geometry. Source: the Open Molecules 2025 dataset; level of theory: ωB97M-V/def2-TZVPD.

Structure (XYZ):
```
120
Properties=species:S:1:pos:R:3:forces:R:3
Ti -1.5913 -0.3162 1.1806 -0.53 1.32 0.60
C -3.2932 -1.3534 3.8354 0.14 0.01 -0.02
N -1.9988 -1.4263 3.0981 0.06 -0.26 0.09
C -0.8830 -1.1973 4.0394 -0.06 -0.06 -0.04
C -0.8074 0.2527 4.4779 0.07 0.05 -0.07
N -0.2113 1.0903 3.4217 -0.15 -0.10 0.02
C 1.2435 0.9622 3.4483 -0.17 0.00 0.18
C -0.6777 2.4533 3.4736 0.08 -0.07 0.07
C 0.1296 3.4818 3.9546 -0.05 -0.04 0.13
C -0.3122 4.7976 3.9660 0.02 -0.06 0.03
C -1.5796 5.1002 3.4935 -0.01 0.00 0.00
C -2.3912 4.0844 3.0199 0.00 0.03 0.02
C -1.9656 2.7536 3.0075 -0.10 0.04 -0.16
S -3.0749 1.5507 2.3692 -0.10 0.03 0.81
C -1.9614 -2.7371 2.4579 -0.07 0.00 0.06
C -1.1950 -3.7927 2.9335 -0.05 -0.03 -0.08
C -1.2689 -5.0309 2.3129 -0.02 -0.01 -0.03
C -2.1206 -5.2147 1.2330 0.00 0.00 0.04
C -2.8632 -4.1539 0.7442 -0.09 0.01 -0.04
C -2.7855 -2.8944 1.3320 0.05 -0.02 0.00
S -3.5763 -1.4820 0.6006 0.32 -0.02 0.09
H -3.2764 -2.1049 4.6294 -0.02 0.00 0.01
H -4.1044 -1.5572 3.1457 -0.02 0.00 -0.01
H -3.4482 -0.3636 4.2449 0.03 0.05 0.04
H 0.0417 -1.4750 3.5283 0.06 -0.05 0.01
H -0.9871 -1.8572 4.9079 -0.03 0.05 0.03
H -0.2113 0.3187 5.3979 0.05 0.02 -0.02
H -1.7920 0.6455 4.7107 -0.07 -0.02 -0.01
H 1.6655 1.1885 4.4364 -0.01 0.00 -0.02
H 1.7164 1.6224 2.7211 -0.19 -0.10 0.29
H 1.5098 -0.0630 3.1999 0.02 0.04 -0.02
H 1.1238 3.2657 4.3195 0.05 -0.03 -0.01
H 0.3391 5.5771 4.3401 0.00 0.00 0.00
H -1.9339 6.1232 3.4828 0.01 -0.01 0.01
H -3.3774 4.3076 2.6326 0.01 -0.01 0.00
H -0.5401 -3.6634 3.7832 0.00 -0.01 0.01
H -0.6681 -5.8524 2.6807 0.00 0.01 0.00
H -2.1883 -6.1815 0.7513 0.01 0.01 0.01
H -3.4944 -4.2822 -0.1261 0.02 0.01 0.00
C 4.1438 -3.7617 1.4365 0.04 -0.04 -0.02
Sb 2.8403 -2.1220 1.8888 -0.23 0.01 0.07
C 3.2782 -2.1938 3.9959 0.08 -0.02 0.04
C 4.3312 -0.6053 1.4182 0.11 -0.04 0.10
C 4.1563 0.7431 2.0476 0.19 -0.01 -0.04
C 4.6604 0.9599 3.3328 -0.01 -0.01 -0.04
C 4.5857 2.1961 3.9531 0.01 0.00 -0.02
C 4.0245 3.2669 3.2708 0.01 0.00 -0.03
C 3.5331 3.0726 1.9911 0.05 0.04 -0.01
C 3.5617 1.8204 1.3716 0.23 0.06 -0.22
C 2.9129 1.6621 0.0334 0.03 0.13 0.23
Sb 0.7550 1.5045 0.2192 -0.63 -0.20 -0.61
C 0.4332 1.6316 -1.8909 0.10 0.08 0.04
C 0.4119 3.5774 0.6041 0.10 0.07 -0.03
H 5.1475 -3.5346 1.7971 0.00 -0.02 0.00
H 4.1761 -3.9576 0.3662 -0.01 0.01 0.04
H 3.7746 -4.6519 1.9466 0.00 0.01 -0.02
H 4.3176 -2.4855 4.1532 -0.02 0.02 0.02
H 2.6302 -2.9307 4.4728 0.01 0.00 -0.01
H 3.1054 -1.2249 4.4623 -0.01 0.01 0.02
H 4.3643 -0.5416 0.3330 0.03 -0.05 -0.05
H 5.2747 -1.0493 1.7433 -0.01 0.04 0.03
H 5.1448 0.1365 3.8443 0.00 -0.02 0.02
H 4.9941 2.3291 4.9470 -0.02 0.00 0.00
H 3.9817 4.2493 3.7243 0.01 -0.01 0.00
H 3.1023 3.9091 1.4527 0.01 -0.01 0.00
H 3.2756 0.8064 -0.5281 -0.07 -0.01 -0.04
H 3.0323 2.5548 -0.5835 0.07 0.01 0.03
H 0.4446 2.6835 -2.1744 -0.02 0.00 -0.05
H -0.5233 1.1975 -2.1678 -0.02 -0.04 0.01
H 1.2389 1.1150 -2.4079 0.01 -0.03 -0.03
H 0.9377 4.1485 -0.1630 -0.02 0.02 0.00
H 0.7515 3.8810 1.5927 -0.03 -0.03 -0.14
H -0.6603 3.7581 0.5314 0.01 -0.02 0.00
C -3.3021 2.8929 -8.6956 0.00 0.03 0.03
C -3.2191 2.5702 -7.2228 0.02 -0.17 -0.09
O -2.6160 1.6296 -6.7843 0.00 0.08 0.01
S -4.1190 3.7338 -6.2101 -0.03 0.06 -0.02
C -3.7375 3.1442 -4.5928 0.03 -0.03 0.19
C -2.9228 3.8952 -3.7527 0.03 0.06 -0.07
C -2.6332 3.4590 -2.4737 -0.01 -0.10 0.08
C -3.1359 2.2335 -2.0045 -0.17 0.11 -0.36
C -3.9641 1.4842 -2.8626 0.10 0.01 0.15
C -4.2618 1.9408 -4.1281 -0.06 -0.01 -0.14
C -2.7823 1.7356 -0.7377 0.22 0.19 0.42
C -2.4120 1.3209 0.3708 0.38 -0.87 -1.15
H -3.2584 1.9659 -9.2632 0.00 0.00 0.01
H -2.4385 3.5054 -8.9584 0.01 0.00 -0.01
H -4.2060 3.4489 -8.9414 0.01 0.00 0.01
H -2.5099 4.8323 -4.1051 -0.01 -0.01 -0.01
H -2.0015 4.0560 -1.8279 -0.01 0.00 0.00
H -4.3528 0.5324 -2.5235 0.01 0.00 0.01
H -4.8873 1.3450 -4.7808 -0.02 0.02 0.02
C -2.1371 -1.3800 -5.2220 0.00 -0.01 0.02
C -1.9848 -2.7423 -4.5525 -0.04 -0.02 0.00
C -1.0253 -2.7308 -3.3590 0.02 0.03 -0.08
C -1.5308 -1.8943 -2.1893 -0.04 0.01 -0.02
Ge -0.3741 -1.8797 -0.5746 0.29 -0.28 -0.25
C 1.4516 -1.6756 -1.3691 -0.03 -0.05 -0.13
C 2.1058 -3.0316 -1.6360 -0.04 -0.03 -0.08
C 3.5402 -2.9533 -2.1609 -0.02 0.00 -0.02
C 3.6702 -2.1619 -3.4570 -0.01 0.01 -0.06
H -2.8013 -1.4259 -6.0857 0.02 -0.02 -0.02
H -1.1706 -1.0069 -5.5695 -0.01 0.02 0.00
H -2.5505 -0.6317 -4.5438 0.03 -0.02 0.00
H -1.6324 -3.4721 -5.2886 0.01 0.02 -0.01
H -2.9651 -3.0976 -4.2150 0.02 0.00 0.01
H -0.0534 -2.3545 -3.7032 -0.02 0.00 0.02
H -0.8490 -3.7596 -3.0256 -0.04 0.01 0.01
H -2.5172 -2.2451 -1.8748 0.01 -0.02 -0.03
H -1.6735 -0.8522 -2.4950 0.00 0.00 0.01
H -0.2910 -3.3756 -0.1348 -0.02 0.04 0.05
H 2.1146 -1.0662 -0.7521 0.05 0.09 0.08
H 1.3242 -1.1391 -2.3117 0.02 0.05 -0.02
H 1.4957 -3.5868 -2.3574 0.02 0.04 0.02
H 2.0781 -3.6371 -0.7245 0.04 0.00 0.03
H 3.9203 -3.9681 -2.3165 -0.02 -0.01 0.00
H 4.1869 -2.5067 -1.3981 0.02 0.08 0.04
H 2.9681 -2.5316 -4.2092 0.01 -0.01 0.01
H 4.6753 -2.2381 -3.8744 0.00 0.00 0.02
H 3.4561 -1.1023 -3.3052 -0.01 -0.01 0.01
```
Forces are in eV/Å.

Energy relative to the best compared isomer or geometry (same formula, charge and spin), kcal/mol: 45.1
LUMO level (spin up / spin down), hartree: -0.013 / -0.013
HOMO (spin up / spin down), eV: -6.02 / -6.02
Kohn-Sham gap (spin up / spin down), eV: 5.7 / 5.7

A cluster of 2 separate species, C4H6FNO2 in total at a distorted geometry. Source: the Open Molecules 2025 dataset; level of theory: ωB97M-V/def2-TZVPD.

Structure (XYZ):
```
14
Properties=species:S:1:pos:R:3:forces:R:3
N -0.8561 -0.4763 -2.2965 -0.08 -0.05 -0.51
C -0.8848 -0.7613 -1.1907 0.26 0.75 1.52
C -0.9772 -1.1040 0.2734 -2.29 -2.83 -3.45
O -0.2605 -2.3524 0.3080 -0.83 1.64 -0.32
C -0.6539 -0.1004 1.2992 1.02 1.13 2.37
O -0.0847 -0.2917 2.3343 -0.63 -0.33 -1.49
F -1.1583 1.1185 1.0462 -0.25 -0.50 -0.29
H -2.1534 -1.2962 0.2622 2.04 0.33 0.92
H -0.0926 -2.5477 1.2132 0.34 -0.39 1.41
C 1.4476 1.5323 -0.6203 -0.49 -0.19 -0.15
H 2.1331 1.0935 -1.3777 -0.66 0.11 0.54
H 0.5176 0.8874 -0.4468 2.22 0.75 0.11
H 2.0558 1.8928 0.2465 -0.88 -0.75 -0.41
H 0.9673 2.4055 -1.0510 0.25 0.34 -0.25
```
Forces are in eV/Å.

Energy relative to the best compared isomer or geometry (same formula, charge and spin), kcal/mol: 42.8
LUMO level, hartree: 0.003
HOMO, eV: -11.97
Kohn-Sham gap, eV: 12.1

A cluster of 16 separate species, ClH30O19 in total at a distorted geometry. Source: the Open Molecules 2025 dataset; level of theory: ωB97M-V/def2-TZVPD.

Structure (XYZ):
```
50
Properties=species:S:1:pos:R:3:forces:R:3
Cl 0.2409 -0.3654 -0.0267 -1.29 -0.61 -1.56
O 1.1009 0.8336 0.2923 -1.67 -1.87 -0.71
O -1.1991 -0.1124 0.3643 3.54 -0.42 -0.64
O 0.2589 -0.7304 -1.4967 0.11 1.56 3.84
O 0.8059 -1.5294 0.7213 -1.23 2.12 -0.92
O -0.5711 3.2596 0.6703 -1.02 1.24 -2.32
H 0.0179 3.5416 1.3243 1.56 0.24 1.87
H -0.7851 4.1156 0.2343 -0.13 -0.87 0.21
O -2.5331 -1.9284 2.0933 0.88 0.45 -0.68
H -2.0901 -2.6284 1.5993 -0.38 -0.56 0.13
H -1.8841 -1.2204 1.8843 -0.94 -0.03 0.60
O 3.3189 -1.4114 1.7753 1.11 -0.45 -0.15
H 2.5399 -1.7534 1.3583 -0.46 -0.61 -0.61
H 2.9389 -0.6664 2.2353 0.05 0.47 0.66
O -2.4871 1.9086 1.9433 -0.33 -0.23 0.62
H -1.8081 1.3666 2.3803 -0.41 -0.13 0.05
H -1.9521 2.3266 1.2753 -0.06 0.34 -0.38
O 4.5049 0.8246 0.3983 0.55 0.89 1.03
H 4.6309 0.9156 -0.5367 -0.41 -0.26 -0.70
H 3.8809 0.1276 0.6093 -0.03 -0.61 -0.32
O 0.0869 -2.8724 2.9933 -2.42 -0.69 0.94
H 0.0649 -2.3824 2.1903 0.37 0.51 -0.84
H 0.9569 -2.9804 3.2783 2.26 -0.12 0.32
O 2.5649 1.4556 -2.1037 -0.26 1.99 0.16
H 2.3919 2.4126 -1.9257 0.72 -0.66 -0.88
H 1.9999 1.1866 -1.3817 -0.26 -1.24 0.48
O -0.1651 -3.4784 -1.0407 -0.25 -0.78 0.09
H 0.3179 -2.7264 -0.7347 0.81 0.10 0.51
H -0.7191 -3.0384 -1.6897 -0.57 -0.24 -0.73
O -1.5971 0.1346 -3.7697 -1.18 1.05 -0.35
H -2.4471 0.6206 -3.9377 1.26 -0.74 0.24
H -1.1011 0.7486 -3.2017 0.08 0.07 0.11
O -0.6921 0.3226 3.2503 1.11 -0.19 -0.22
H 0.2799 0.1766 3.2283 -0.78 -0.19 0.02
H -0.7881 0.4736 4.1803 -0.69 0.06 0.92
O 1.4919 -1.0374 -3.8477 0.49 -0.11 -1.04
H 0.9919 -0.8714 -3.0637 -0.40 -0.25 0.83
H 1.7239 -0.1404 -4.0857 0.34 0.27 -0.27
O -1.0011 2.1496 -1.8367 0.33 0.25 -1.03
H -0.5491 2.4566 -1.0667 1.08 0.28 0.74
H -1.8111 1.8556 -1.4347 -1.25 -0.39 -0.13
O -3.3871 1.0386 -1.1267 -0.70 1.45 -0.40
H -2.8571 0.3986 -0.7007 1.07 -1.27 1.25
H -3.9561 0.5316 -1.6847 -0.63 -0.37 -0.62
O -2.0171 -2.3074 -2.7567 -0.34 1.01 0.38
H -1.7321 -1.3724 -2.9787 -0.31 -0.99 -0.14
H -2.6351 -2.1684 -2.0177 0.30 -0.26 -0.31
O 1.9639 0.5136 2.8743 -0.32 -0.98 0.75
H 1.3719 0.6926 2.1453 0.14 0.49 -1.14
H 2.3199 1.3356 3.1463 0.60 1.31 0.36
```
Forces are in eV/Å.

Total charge: -1
Energy relative to the best compared isomer or geometry (same formula, charge and spin), kcal/mol: 7.7
LUMO level, hartree: 0.066
HOMO, eV: -7.47
Kohn-Sham gap, eV: 9.3